Record 1
# C12H30N2O8PbS

A molecular structure, C12H30N2O8PbS in a non-equilibrium geometry (the ωB97M-V functional and the def2-TZVPD basis, OMol25).

Cartesian coordinates (Å):
Pb (0.202, 0.731, 0.539)
S (-1.178, 2.511, 2.583)
O (-1.001, 3.954, 2.583)
O (-1.971, 2.031, 3.714)
O (-1.756, 2.045, 1.265)
O (0.175, 1.788, 2.604)
C (-1.430, 3.066, -1.704)
O (-0.242, 2.362, -1.410)
C (0.955, 2.987, -1.834)
C (2.051, 1.915, -1.868)
N (2.492, 1.580, -0.502)
C (3.424, 0.412, -0.476)
C (2.894, -0.854, -1.133)
O (1.604, -1.206, -0.630)
C (1.180, -2.505, -0.998)
H (-1.431, 4.067, -1.270)
H (-2.253, 2.504, -1.276)
H (-1.539, 3.141, -2.794)
H (1.188, 3.887, -1.253)
H (0.828, 3.341, -2.872)
H (2.894, 2.332, -2.434)
H (1.615, 1.051, -2.358)
H (2.988, 2.398, -0.163)
H (3.664, 0.213, 0.569)
H (4.350, 0.690, -0.995)
H (3.610, -1.662, -0.930)
H (2.847, -0.781, -2.228)
H (1.060, -2.574, -2.085)
H (0.216, -2.671, -0.525)
H (1.880, -3.271, -0.647)
C (1.838, -2.140, 2.277)
O (0.677, -1.387, 2.265)
C (-0.453, -2.111, 2.764)
C (-1.634, -1.203, 2.815)
N (-1.954, -0.698, 1.491)
C (-2.640, -1.623, 0.592)
C (-2.892, -0.961, -0.730)
O (-1.654, -0.693, -1.357)
C (-1.760, -0.567, -2.758)
H (2.071, -2.527, 3.277)
H (2.663, -1.499, 1.966)
H (1.779, -2.996, 1.587)
H (-0.226, -2.482, 3.773)
H (-0.649, -2.993, 2.131)
H (-1.445, -0.323, 3.438)
H (-2.487, -1.715, 3.291)
H (-2.539, 0.131, 1.580)
H (-3.621, -1.909, 1.024)
H (-2.135, -2.587, 0.482)
H (-3.419, -0.008, -0.593)
H (-3.515, -1.610, -1.357)
H (-1.988, -1.526, -3.240)
H (-0.802, -0.216, -3.144)
H (-2.528, 0.162, -3.047)

Atoms 1-2, force components in eV/Å:
-1.693 0.190 1.527
-0.192 0.776 1.104

## Properties
Multiplicity ... 1
Orbital gap ... 7.734 eV
Energy above the lowest of the compared OMol25 structures with the same formula, charge and spin ... 0.0 kJ/mol
F_max ... 2.3 eV/A

Results of the Löwdin charge analysis, in e, for atoms 1 through 2: 1.63, 0.25



Record 2
# C6H14O

3 unconnected molecules or ions with the total composition C6H14O in a non-equilibrium geometry (the ωB97M-V functional and the def2-TZVPD basis, OMol25).

Cartesian coordinates (Å):
C (-0.061, 2.672, 0.212)
C (0.301, 1.396, -0.497)
C (0.307, 0.108, 0.434)
C (1.541, -0.553, 0.764)
C (-0.958, -0.379, 0.730)
C (-0.955, -1.781, 1.282)
H (-0.105, 3.611, -0.435)
H (-1.005, 2.526, 0.784)
H (0.667, 2.886, 1.029)
H (1.256, 1.556, -0.926)
H (-0.473, 1.103, -1.179)
H (2.509, -0.093, 0.445)
H (1.565, -1.574, 1.252)
H (0.148, 0.560, 2.303)
H (-1.759, 0.156, 0.177)
H (-1.835, -2.209, 1.903)
H (-0.753, -2.523, 0.409)
H (-0.030, -1.987, 1.938)
H (-0.012, -2.060, -3.024)
H (-0.217, -1.331, -1.638)
O (-0.125, -1.175, -2.573)

Atoms 1-2, force components in eV/Å:
-0.628 1.293 1.301
-0.142 -1.373 2.095

## Properties
Multiplicity ... 1
Orbital gap ... 5.348 eV
Energy above the lowest of the compared OMol25 structures with the same formula, charge and spin ... 691.0 kJ/mol
F_max ... 7.4 eV/A

Results of the Löwdin charge analysis, in e, for atoms 1 through 2: -0.14, -0.23



Record 3
# C3H5OS

A molecular structure, C3H5OS in a non-equilibrium geometry (the ωB97M-V functional and the def2-TZVPD basis, OMol25).

Cartesian coordinates (Å):
C (-0.120, 1.528, -0.653)
C (-0.269, -1.164, 0.199)
C (0.368, 0.060, 0.644)
O (-1.240, 1.358, -1.164)
S (1.181, 2.447, -1.023)
H (-0.538, -2.022, 0.790)
H (-1.299, -0.964, -0.359)
H (0.356, -1.450, -0.768)
H (1.402, -0.092, 0.594)
H (0.159, 0.298, 1.741)

Atoms 1-2, force components in eV/Å:
-2.066 -3.740 0.415
-2.119 -0.806 -5.371

## Properties
Multiplicity ... 1
Orbital gap ... 7.084 eV
Net charge ... -1
Energy above the lowest of the compared OMol25 structures with the same formula, charge and spin ... 125.4 kJ/mol
F_max ... 5.8 eV/A

Results of the Löwdin charge analysis, in e, for atoms 1 through 2: -0.99, -0.26



Record 4
# C3H9N3O

A single C3H9N3O molecule in a non-equilibrium geometry (the ωB97M-V functional and the def2-TZVPD basis, OMol25).

Cartesian coordinates (Å):
N (1.484, 1.187, 1.617)
C (0.477, 0.095, 1.359)
N (-0.535, 0.550, 0.469)
C (-0.195, 0.539, -0.929)
C (-0.687, -0.710, -1.699)
N (-1.504, -1.537, -0.987)
O (-0.362, -0.921, -2.843)
H (2.319, 0.863, 2.092)
H (1.833, 1.505, 0.713)
H (0.961, -0.826, 1.033)
H (0.055, -0.060, 2.356)
H (-0.884, 1.454, 0.750)
H (-0.574, 1.395, -1.474)
H (0.885, 0.432, -1.042)
H (-1.733, -2.412, -1.433)
H (-1.540, -1.554, 0.017)

Atoms 1-2, force components in eV/Å:
-0.107 -0.201 -0.834
1.043 1.254 1.528

## Properties
Multiplicity ... 1
Orbital gap ... 10.038 eV
Structure (SMILES) ... NCNCC(N)=O
Energy above the lowest of the compared OMol25 structures with the same formula, charge and spin ... 55.6 kJ/mol
F_max ... 2.2 eV/A

Results of the Löwdin charge analysis, in e, for atoms 1 through 2: 0.00, -0.31



Short version: E_LUMO = 0.140, -1.548, 3.947, 0.878 eV, in the order given.